[1]
The following is a DFT calculation (wB97M-V/def2-TZVPD) of C5H6O in the gas phase.

Molar mass = 82.10 g/mol
Structure (SMILES) = C=C=C(C)C=O
Net charge = 0
Gap between HOMO and LUMO = 0.38329 Eh
E_tot = -7327.861 eV
Lowest unoccupied orbital energy = 0.594 eV

Cartesian coordinates (Å):
C: 0.797 1.066 -1.897
C: 0.376 0.419 -0.848
C: -0.032 -0.152 0.264
C: -1.291 -0.963 0.419
C: 0.805 0.078 1.468
O: 0.529 -0.360 2.562
H: 0.468 2.089 -2.059
H: 1.470 0.626 -2.628
H: -1.904 -0.915 -0.483
H: -1.055 -2.010 0.635
H: -1.867 -0.582 1.268
H: 1.705 0.704 1.299

Mulliken population analysis, charges in e, atoms 1 to 6:
1 C -0.8182
2 C 0.0831
3 C 0.6793
4 C -1.0936
5 C -0.1573
6 O -0.4959

[2]
The following is a DFT calculation (wB97M-V/def2-TZVPD) of 7 unconnected molecules or ions with the total composition C49H108N7O4 at a distorted geometry.

Molar mass = 859.45 g/mol
Net charge = +5
Gap between HOMO and LUMO = 0.23335 Eh
E_tot = -71131.448 eV
Lowest unoccupied orbital energy = -12.300 eV

Cartesian coordinates (Å):
N: 0.453 0.083 -0.869
O: 1.377 0.819 -0.446
O: -0.131 -0.607 -0.049
O: 0.156 -0.053 -2.044
C: -2.989 5.999 -2.217
C: -2.345 5.778 -3.583
C: -1.169 6.701 -3.823
C: 0.096 6.304 -3.005
C: 0.525 4.879 -3.451
C: -0.625 3.802 -3.230
N: -1.925 4.324 -3.695
O: -2.852 3.497 -3.674
C: -0.700 3.417 -1.702
C: -0.223 2.596 -4.057
C: -3.366 6.124 -4.683
H: -3.805 5.302 -2.021
H: -3.517 6.952 -2.260
H: -2.294 6.023 -1.380
H: -1.408 7.672 -3.384
H: -0.928 6.922 -4.862
H: -0.133 6.205 -1.942
H: 0.883 7.043 -3.141
H: 1.420 4.471 -2.983
H: 0.769 5.037 -4.504
H: 0.176 3.234 -1.079
H: -1.267 2.515 -1.459
H: -1.239 4.175 -1.129
H: 0.751 2.150 -3.862
H: -0.307 2.793 -5.126
H: -0.866 1.732 -3.879
H: -4.276 5.549 -4.517
H: -2.976 5.937 -5.683
H: -3.566 7.193 -4.630
C: -0.030 -4.494 2.349
C: 0.483 -4.473 0.920
C: 1.781 -3.624 0.744
N: 2.299 -3.744 -0.679
C: 1.225 -3.567 -1.717
C: 3.105 -5.038 -0.977
C: 4.191 -4.764 -2.021
C: 4.267 -3.257 -2.039
C: 3.416 -2.689 -0.963
H: -1.107 -4.597 2.445
H: 0.243 -3.579 2.878
H: 0.441 -5.326 2.874
H: -0.361 -4.117 0.324
H: 0.633 -5.486 0.545
H: 2.566 -4.099 1.332
H: 1.673 -2.557 0.934
H: 1.699 -3.645 -2.694
H: 0.730 -2.598 -1.639
H: 0.395 -4.263 -1.631
H: 2.578 -5.960 -1.222
H: 3.610 -5.293 -0.043
H: 3.865 -5.151 -2.983
H: 5.130 -5.176 -1.661
H: 4.007 -2.821 -3.007
H: 5.315 -2.963 -1.963
H: 3.055 -1.685 -1.174
H: 4.067 -2.765 -0.089
C: -1.084 3.031 2.579
C: 0.246 2.272 2.884
C: 0.065 0.812 3.328
N: 1.445 0.278 3.884
C: 2.657 0.563 3.014
C: 1.348 -1.250 4.000
C: 2.482 -1.699 4.928
C: 2.326 -0.625 6.023
C: 1.742 0.675 5.383
H: -0.867 3.976 2.079
H: -1.740 3.263 3.416
H: -1.631 2.507 1.790
H: 0.628 2.782 3.771
H: 0.874 2.447 2.013
H: -0.145 0.049 2.578
H: -0.629 0.774 4.166
H: 3.554 0.092 3.404
H: 2.742 1.643 2.925
H: 2.433 0.184 2.015
H: 1.484 -1.663 3.002
H: 0.364 -1.456 4.420
H: 3.436 -1.699 4.406
H: 2.273 -2.699 5.305
H: 3.293 -0.411 6.473
H: 1.599 -0.992 6.745
H: 2.428 1.518 5.400
H: 0.753 0.954 5.740
C: -2.838 -4.841 4.656
C: -3.449 -3.804 3.752
C: -3.383 -2.399 4.337
N: -3.939 -1.364 3.352
C: -3.317 -1.379 1.969
C: -3.724 0.060 3.964
C: -4.790 0.955 3.384
C: -5.948 0.069 2.934
C: -5.490 -1.349 3.263
H: -3.403 -4.927 5.580
H: -1.786 -4.561 4.768
H: -2.669 -5.748 4.075
H: -4.453 -4.177 3.543
H: -2.881 -3.726 2.823
H: -2.354 -2.099 4.533
H: -3.970 -2.377 5.255
H: -3.663 -2.299 1.500
H: -2.231 -1.465 1.952
H: -3.671 -0.496 1.443
H: -2.684 0.368 3.929
H: -4.006 -0.213 4.983
H: -4.339 1.405 2.497
H: -5.132 1.711 4.086
H: -6.398 0.300 1.971
H: -6.771 0.324 3.604
H: -5.799 -2.134 2.574
H: -5.845 -1.648 4.248
C: -7.725 -5.105 -3.682
C: -6.376 -4.593 -4.209
C: -5.274 -4.535 -3.115
N: -3.890 -4.228 -3.687
C: -3.374 -5.244 -4.701
C: -2.905 -4.127 -2.472
C: -2.386 -2.677 -2.387
C: -2.555 -2.246 -3.829
C: -3.867 -2.827 -4.312
H: -8.202 -4.328 -3.084
H: -7.584 -5.903 -2.948
H: -8.371 -5.485 -4.469
H: -6.633 -3.618 -4.626
H: -6.031 -5.221 -5.030
H: -5.157 -5.549 -2.727
H: -5.448 -3.848 -2.289
H: -2.414 -4.882 -5.064
H: -4.001 -5.361 -5.581
H: -3.294 -6.171 -4.137
H: -2.137 -4.899 -2.512
H: -3.450 -4.370 -1.560
H: -1.343 -2.620 -2.077
H: -2.923 -2.176 -1.582
H: -1.680 -2.538 -4.412
H: -2.460 -1.160 -3.875
H: -3.993 -2.917 -5.387
H: -4.719 -2.325 -3.855
C: 7.118 6.668 1.903
C: 7.065 5.152 1.742
C: 6.587 4.864 0.325
N: 6.659 3.435 -0.175
C: 8.060 2.846 -0.204
C: 5.845 3.369 -1.494
C: 4.500 2.773 -1.167
C: 4.922 1.670 -0.221
C: 5.843 2.466 0.738
H: 8.040 6.979 1.406
H: 7.189 7.076 2.909
H: 6.339 7.232 1.389
H: 6.409 4.671 2.473
H: 8.026 4.699 1.992
H: 7.222 5.400 -0.384
H: 5.591 5.273 0.156
H: 8.506 2.926 0.785
H: 8.666 3.375 -0.938
H: 7.985 1.784 -0.429
H: 6.448 2.674 -2.077
H: 5.756 4.347 -1.961
H: 3.988 2.423 -2.062
H: 3.859 3.504 -0.673
H: 5.600 0.874 -0.541
H: 4.071 1.091 0.140
H: 6.503 1.937 1.423
H: 5.281 3.096 1.430

Mulliken population analysis, charges in e, atoms 1 to 6:
1 N 0.3663
2 O -0.5273
3 O -0.2467
4 O -0.5150
5 C -1.6218
6 C 1.2743

[3]
The following is a DFT calculation (wB97M-V/def2-TZVPD) of a molecular structure, C50H29CoI4N4Se at a distorted geometry.

Spin multiplicity = 5
Expectation value of S² = 6.13
Molar mass = 1331.32 g/mol
Net charge = 0
Gap between HOMO and LUMO (spin up / spin down) = 0.16841 / 0.18082 Eh
E_tot = -193652.014 eV
Lowest unoccupied orbital energy (spin up / spin down) = -1.211 / -2.617 eV

Cartesian coordinates (Å):
Co: 0.167 -0.438 0.194
I: 7.218 3.823 4.865
C: 5.672 2.515 4.321
C: 4.413 3.120 4.253
C: 3.278 2.392 3.802
C: 3.563 1.182 3.187
C: 4.758 0.476 3.463
C: 5.796 1.118 4.084
C: 2.508 0.661 2.323
C: 1.538 -0.243 2.843
C: 1.460 -0.808 4.168
C: 0.642 -1.953 4.119
C: 0.184 -1.969 2.744
C: -0.947 -2.823 2.285
C: -0.970 -4.156 2.944
C: 0.325 -4.787 3.240
C: 0.433 -5.946 3.924
C: -0.723 -6.664 4.208
I: -0.648 -8.629 5.020
C: -1.886 -6.202 3.709
C: -1.992 -4.967 3.066
C: -1.913 -2.252 1.411
N: -1.577 -1.347 0.447
C: -2.757 -1.010 -0.239
C: -2.789 -0.338 -1.460
C: -4.093 0.026 -2.022
C: -4.165 1.396 -2.351
C: -5.283 1.959 -2.957
C: -6.403 1.127 -3.120
I: -8.114 1.930 -3.895
C: -6.386 -0.205 -2.766
C: -5.234 -0.734 -2.180
C: -1.660 0.100 -2.059
C: -1.594 0.313 -3.563
C: -0.237 0.392 -3.882
C: 0.462 0.322 -2.697
N: -0.415 -0.026 -1.626
C: 1.839 0.591 -2.459
C: 2.346 1.061 -1.237
C: 3.512 1.821 -0.996
C: 3.601 1.814 0.446
C: 2.551 1.024 0.997
N: 1.687 0.604 -0.005
C: 2.796 0.420 -3.579
C: 3.514 1.426 -4.150
C: 4.585 1.156 -5.131
C: 4.754 -0.124 -5.557
I: 6.026 -0.588 -7.133
C: 3.843 -1.118 -5.180
C: 2.971 -0.952 -4.104
C: -3.852 -1.664 0.404
C: -3.320 -2.520 1.405
N: 0.637 -1.005 1.914
H: 4.335 4.145 4.591
H: 2.345 2.893 3.635
H: 4.837 -0.612 3.309
H: 6.674 0.630 4.389
H: 2.127 -0.329 4.898
H: 0.431 -2.607 4.965
H: 1.150 -4.101 2.984
H: 1.431 -6.314 4.181
H: -2.780 -6.814 3.804
H: -2.923 -4.705 2.548
H: -3.377 2.069 -2.087
H: -5.275 3.053 -3.201
H: -7.311 -0.772 -2.971
H: -5.168 -1.830 -1.960
H: -2.500 0.535 -4.141
H: 0.314 0.499 -4.841
H: 4.333 2.109 -1.625
H: 4.403 2.450 0.987
H: 3.424 2.408 -3.787
H: 5.178 2.009 -5.419
H: 3.933 -2.059 -5.626
H: 2.341 -1.760 -3.697
H: -4.898 -1.567 0.220
H: -3.835 -3.189 1.984
Se: -1.162 1.633 1.366
C: -1.924 2.772 0.057
C: -1.224 3.233 -1.034
C: -1.721 4.239 -1.894
C: -2.955 4.773 -1.545
C: -3.730 4.280 -0.533
C: -3.233 3.266 0.254
H: -0.184 3.027 -1.171
H: -1.087 4.563 -2.654
H: -3.399 5.503 -2.193
H: -4.834 4.450 -0.293
H: -3.858 2.820 1.063

Mulliken population analysis, charges in e, atoms 1 to 6:
1 Co -0.7005
2 I 0.0950
3 C -0.1728
4 C -0.6092
5 C -0.3384
6 C -0.7888

[4]
The following is a DFT calculation (wB97M-V/def2-TZVPD) of 4 unconnected molecules or ions with the total composition C19H33BNO14S at a distorted geometry.

Spin multiplicity = 2
Expectation value of S² = 0.75
Molar mass = 542.35 g/mol
Net charge = 0
Gap between HOMO and LUMO (spin up / spin down) = 0.33907 / 0.35781 Eh
E_tot = -61903.941 eV
Lowest unoccupied orbital energy (spin up / spin down) = 0.088 / -0.435 eV

Cartesian coordinates (Å):
C: 3.136 0.870 -1.628
C: 2.675 0.938 -0.135
C: 3.550 -0.119 0.633
C: 1.200 0.436 -0.063
C: 0.153 1.605 -0.167
C: -0.943 1.188 -1.229
S: -2.038 -0.136 -0.631
O: -3.115 0.377 0.270
O: -2.696 -0.709 -1.853
B: -0.507 1.918 1.276
O: -1.409 3.008 1.388
O: -0.218 1.193 2.450
C: 0.752 2.959 -0.689
C: 2.142 3.355 -0.097
C: 2.937 4.141 -1.182
C: 1.881 4.401 1.071
N: 2.886 2.241 0.517
O: 4.119 2.513 0.718
H: 2.455 1.482 -2.248
H: 4.196 1.115 -1.785
H: 2.964 -0.173 -1.958
H: 4.626 0.067 0.494
H: 3.248 -0.099 1.690
H: 3.355 -1.100 0.155
H: 1.105 -0.173 0.849
H: 1.056 -0.256 -0.917
H: -1.507 2.099 -1.490
H: -0.388 0.780 -2.093
H: -1.339 -1.186 -0.057
H: -1.153 3.570 2.121
H: 0.319 1.692 3.068
H: 0.020 3.766 -0.512
H: 0.841 2.889 -1.795
H: 3.946 4.435 -0.859
H: 3.053 3.565 -2.119
H: 2.361 5.050 -1.426
H: 0.970 4.992 0.903
H: 2.776 5.049 1.099
H: 1.879 3.843 2.024
C: -2.566 0.024 4.455
C: -4.048 0.242 4.579
O: -4.221 0.414 5.988
C: -3.036 0.834 6.498
O: -2.885 1.228 7.607
O: -2.047 0.747 5.573
H: -2.162 0.409 3.523
H: -2.288 -1.029 4.555
H: -4.383 1.147 4.067
H: -4.630 -0.604 4.216
C: -3.275 -2.648 -4.376
C: -4.626 -2.712 -5.033
O: -4.477 -3.799 -5.948
C: -3.480 -4.594 -5.483
O: -3.217 -5.665 -5.921
O: -2.824 -4.003 -4.455
H: -3.326 -2.313 -3.341
H: -2.574 -2.011 -4.921
H: -5.424 -2.951 -4.326
H: -4.882 -1.794 -5.558
C: 2.437 -4.601 -0.605
C: 2.703 -4.723 0.871
O: 1.991 -3.606 1.408
C: 1.020 -3.282 0.528
O: 0.147 -2.504 0.751
O: 1.165 -3.951 -0.636
H: 2.393 -5.565 -1.107
H: 3.169 -3.969 -1.113
H: 2.293 -5.641 1.297
H: 3.762 -4.662 1.115

Mulliken population analysis, charges in e, atoms 1 to 6:
1 C -1.7640
2 C 1.2452
3 C -1.3066
4 C -1.5741
5 C 2.0256
6 C -1.2042

[5]
The following is a DFT calculation (wB97M-V/def2-TZVPD) of 2 unconnected molecules or ions with the total composition C3H6O4S at a distorted geometry.

Molar mass = 138.14 g/mol
Net charge = 0
Gap between HOMO and LUMO (spin up / spin down) = 0.28334 / 0.28329 Eh
E_tot = -22226.862 eV
Lowest unoccupied orbital energy (spin up / spin down) = -1.634 / -1.635 eV

Cartesian coordinates (Å):
C: -0.258 -0.124 0.766
C: 1.369 -1.719 0.105
C: 0.341 1.109 0.172
O: -2.727 0.333 -0.140
O: -2.055 -2.054 0.026
O: -0.456 2.180 0.624
O: 0.336 1.059 -1.230
S: -1.698 -0.672 -0.107
H: 0.580 -2.222 -0.439
H: 1.810 -1.115 -0.556
H: 1.891 -2.064 0.921
H: 1.326 1.371 0.558
H: -1.349 2.067 0.697
H: 0.890 1.852 -1.398

Mulliken population analysis, charges in e, atoms 1 to 6:
1 C -0.3991
2 C -0.8154
3 C 0.2338
4 O -0.4979
5 O -0.4914
6 O -0.5115

[6]
The following is a DFT calculation (wB97M-V/def2-TZVPD) of a molecular structure, C3H4BrN at a distorted geometry.

Molar mass = 133.98 g/mol
Net charge = 0
Gap between HOMO and LUMO = 0.37635 Eh
E_tot = -74704.904 eV
Lowest unoccupied orbital energy = 0.638 eV

Cartesian coordinates (Å):
C: 0.643 0.408 -0.896
C: -0.451 0.522 0.752
C: 0.126 -0.669 -0.041
N: 0.212 1.398 -0.215
Br: 0.976 -2.176 0.533
H: 1.052 0.332 -1.986
H: -1.574 0.762 0.962
H: -0.041 0.545 1.812
H: -0.943 -1.121 -0.919

Mulliken population analysis, charges in e, atoms 1 to 6:
1 C 0.0583
2 C -0.2626
3 C -0.1603
4 N -0.4818
5 Br -0.0798
6 H 0.2826

[7]
The following is a DFT calculation (wB97M-V/def2-TZVPD) of 2 unconnected molecules or ions with the total composition C3H10NO at a distorted geometry.

Spin multiplicity = 2
Expectation value of S² = 0.75
Molar mass = 76.12 g/mol
Net charge = 0
Gap between HOMO and LUMO (spin up / spin down) = 0.24111 / 0.41514 Eh
E_tot = -6807.764 eV
Lowest unoccupied orbital energy (spin up / spin down) = 0.800 / 0.794 eV

Cartesian coordinates (Å):
C: -2.905 0.255 0.987
N: -2.179 0.803 0.032
H: -3.973 -0.009 0.816
H: -2.513 0.086 1.972
H: -1.156 1.051 0.210
H: -2.573 0.648 -0.913
C: 1.392 0.162 -0.367
O: 2.599 0.005 0.410
C: 0.952 -1.246 -0.939
H: 0.749 0.754 0.202
H: 1.574 0.745 -1.327
H: 3.134 0.845 0.499
H: 0.280 -1.720 -0.219
H: 0.380 -1.307 -1.878
H: 1.922 -1.778 -0.951

Mulliken population analysis, charges in e, atoms 1 to 6:
1 C -0.5993
2 N -0.3236
3 H 0.2510
4 H 0.2800
5 H 0.2161
6 H 0.2085

[8]
The following is a DFT calculation (wB97M-V/def2-TZVPD) of C3H6N2O in the gas phase at a distorted geometry.

Molar mass = 86.09 g/mol
Structure (SMILES) = NC(=O)N1CC1
Net charge = 0
Gap between HOMO and LUMO = 0.39386 Eh
E_tot = -8235.151 eV
Lowest unoccupied orbital energy = 1.070 eV

Cartesian coordinates (Å):
N: 2.075 0.303 -0.596
C: 1.001 -0.392 -0.087
O: 1.083 -1.082 0.912
N: -0.271 -0.079 -0.801
C: -1.509 -0.737 -0.262
C: -1.107 0.597 0.214
H: 2.038 0.891 -1.412
H: 2.968 0.191 -0.123
H: -2.454 -0.764 -0.833
H: -1.380 -1.622 0.351
H: -1.621 1.468 -0.179
H: -0.683 0.650 1.206

Mulliken population analysis, charges in e, atoms 1 to 6:
1 N -0.3822
2 C 0.6336
3 O -0.5729
4 N -0.4293
5 C -0.2475
6 C -0.4120

[9]
The following is a DFT calculation (wB97M-V/def2-TZVPD) of 2 unconnected molecules or ions with the total composition N2 at a distorted geometry.

Molar mass = 28.01 g/mol
Net charge = 0
Gap between HOMO and LUMO = 0.29631 Eh
E_tot = -2968.838 eV
Lowest unoccupied orbital energy = -3.368 eV

Cartesian coordinates (Å):
N: 0.000 0.000 0.959
N: 0.000 0.000 -0.959

Okay, here come the Mulliken numbers, in e, for every atom:
1 N 0.0000
2 N 0.0000

[10]
The following is a DFT calculation (wB97M-V/def2-TZVPD) of a molecular structure, C2H8NO4 at a distorted geometry.

Molar mass = 110.09 g/mol
Net charge = -1
Gap between HOMO and LUMO = 0.33240 Eh
E_tot = -11882.451 eV
Lowest unoccupied orbital energy = 3.932 eV

Cartesian coordinates (Å):
O: -1.809 -0.412 1.086
C: -0.585 -0.070 0.553
O: 0.018 -0.885 -0.330
C: 0.129 1.204 0.788
N: 1.348 1.419 0.073
H: 0.204 0.217 1.551
H: -0.405 2.029 1.269
H: 1.998 0.629 0.243
H: 1.183 1.311 -0.920
H: -2.557 -0.581 -0.284
H: -2.612 -0.475 -1.747
O: -3.234 -0.783 -1.083
H: 2.869 -1.702 -0.427
H: 0.977 -1.066 -0.335
O: 2.477 -0.834 -0.439

Mulliken population analysis, charges in e, atoms 1 to 6:
1 O -0.7598
2 C 0.5645
3 O -0.4696
4 C -0.3013
5 N -0.7982
6 H 0.0966

[11]
The following is a DFT calculation (wB97M-V/def2-TZVPD) of a molecular structure, H3NOS at a distorted geometry.

Molar mass = 65.10 g/mol
Net charge = 0
Gap between HOMO and LUMO (spin up / spin down) = 0.33093 / 0.30437 Eh
E_tot = -14417.802 eV
Lowest unoccupied orbital energy (spin up / spin down) = -1.263 / -1.293 eV

Cartesian coordinates (Å):
N: 0.585 -0.192 0.124
O: -3.106 0.219 0.158
S: -1.737 -0.353 -0.014
H: 0.607 0.863 0.024
H: 0.364 -0.291 1.133
H: -1.265 -0.063 -1.256

Okay, here come the Mulliken numbers, in e, for every atom:
1 N -0.6042
2 O -0.4313
3 S 0.2965
4 H 0.2757
5 H 0.2725
6 H 0.1907

[12]
The following is a DFT calculation (wB97M-V/def2-TZVPD) of 2 unconnected molecules or ions with the total composition C5H11NO.

Molar mass = 101.15 g/mol
Structure (SMILES) = C/C=C(C)/N=C\O.[H][H]
Net charge = 0
Gap between HOMO and LUMO = 0.34842 Eh
E_tot = -8899.143 eV
Lowest unoccupied orbital energy = 0.888 eV

Cartesian coordinates (Å):
C: 0.497 -2.179 0.307
C: 0.471 -0.804 -0.296
C: -0.291 0.223 0.112
C: -1.340 0.128 1.195
N: 0.076 1.549 -0.215
C: -0.105 2.065 -1.352
O: -0.765 1.536 -2.396
H: -0.308 -2.337 1.030
H: 0.441 -2.963 -0.455
H: 1.448 -2.329 0.841
H: 1.251 -0.597 -1.028
H: -2.102 -0.625 0.967
H: -0.878 -0.139 2.152
H: -1.834 1.094 1.322
H: 0.291 3.054 -1.580
H: -1.072 0.658 -2.111
H: 2.237 0.488 0.818
H: 1.982 1.179 0.687

Mulliken population analysis, charges in e, atoms 1 to 6:
1 C -1.1641
2 C 0.3065
3 C 0.0280
4 C -1.5235
5 N -0.4453
6 C 0.0922